Record 1
This record from the OMol25 dataset describes C26H54Cl3GdN5O4PSi as an isolated structure at a distorted geometry. The level of theory is ωB97M-V/def2-TZVPD.

Each line ends with the Mulliken spin population.
Cartesian coordinates (Å):
1 C 2.509 -2.621 -6.686  0.005
2 C 1.952 -1.722 -7.738  -0.001
3 H 2.208 -3.659 -6.879  0.000
4 H 2.162 -2.316 -5.687  -0.002
5 H 3.612 -2.604 -6.684  0.000
6 C 1.831 -2.106 -9.024  0.000
7 C 2.141 -3.465 -9.549  0.000
8 H 1.511 -1.401 -9.788  0.000
9 H 1.721 -4.264 -8.922  0.000
10 H 3.220 -3.655 -9.649  0.000
11 H 1.714 -3.564 -10.556  0.000
12 Gd 0.535 0.383 -1.369  7.361
13 Cl 2.273 1.489 0.228  -0.084
14 Cl 1.898 1.832 -3.159  -0.067
15 C -0.314 3.279 -1.809  -0.010
16 O -0.894 2.204 -1.437  -0.050
17 N -0.891 4.208 -2.547  -0.001
18 C -2.278 4.022 -2.960  0.000
19 C -0.102 5.195 -3.284  0.000
20 H 0.743 3.429 -1.565  -0.005
21 H -2.858 3.679 -2.098  0.000
22 H -2.353 3.274 -3.764  0.000
23 H -2.645 4.985 -3.325  0.000
24 H 0.801 5.443 -2.722  0.000
25 H -0.710 6.091 -3.435  0.000
26 H 0.204 4.816 -4.269  0.000
27 H -0.607 -4.904 -0.523  0.000
28 H -0.418 -3.228 -3.331  -0.001
29 C -1.627 -4.674 -0.871  0.000
30 C -1.459 -3.497 -3.074  0.001
31 N -1.665 -3.429 -1.627  -0.001
32 H -2.277 -4.567 0.007  0.000
33 C -1.555 -2.288 -0.947  0.006
34 O -1.223 -1.184 -1.437  -0.020
35 H -2.148 -2.814 -3.585  0.000
36 H -1.775 -2.375 0.134  0.001
37 H -1.974 -5.492 -1.504  0.000
38 H -1.662 -4.526 -3.384  0.000
39 O 0.677 -0.419 -6.176  0.001
40 C 1.565 -0.317 -7.290  0.001
41 C -0.147 0.207 -9.099  0.001
42 C 1.023 0.557 -8.412  -0.001
43 H -0.648 -0.730 -8.860  0.000
44 C -0.648 1.056 -10.097  0.000
45 H 2.493 0.131 -6.892  0.000
46 C 1.734 1.703 -8.774  0.001
47 H -1.583 0.793 -10.594  0.000
48 C 0.067 2.196 -10.462  0.000
49 C 1.269 2.512 -9.813  0.000
50 H 2.664 1.924 -8.234  0.000
51 H -0.309 2.839 -11.261  0.000
52 H 1.857 3.385 -10.118  0.000
53 Si -0.688 0.442 -5.725  0.001
54 Cl 1.421 -1.610 -3.332  -0.055
55 C -2.176 -0.064 -6.722  0.000
56 C -0.347 2.267 -5.939  0.001
57 C -1.110 0.035 -3.978  0.000
58 H -2.246 0.432 -7.698  0.000
59 H -3.067 0.218 -6.138  0.000
60 H -2.206 -1.152 -6.879  0.000
61 H -1.352 -1.021 -3.852  -0.002
62 H -1.857 0.660 -3.477  -0.001
63 H -0.088 0.205 -3.571  -0.040
64 H -0.078 2.516 -6.973  0.000
65 H 0.484 2.570 -5.285  -0.001
66 H -1.239 2.853 -5.671  0.000
67 C 1.378 1.616 4.108  0.001
68 N 1.044 0.621 3.104  0.003
69 C 2.074 -0.380 2.864  -0.001
70 P -0.454 0.459 2.428  -0.019
71 O -0.397 -0.007 1.003  -0.021
72 N -1.347 -0.527 3.454  0.000
73 C -1.903 -1.791 2.982  0.000
74 C -1.063 -0.521 4.892  0.000
75 N -1.171 1.955 2.710  0.001
76 C -0.856 3.042 1.778  0.002
77 C -2.525 2.078 3.249  0.000
78 H 2.375 2.018 3.884  -0.001
79 H 1.401 1.180 5.120  0.000
80 H 0.651 2.438 4.089  0.000
81 H 2.154 -1.074 3.715  0.000
82 H 1.855 -0.944 1.950  0.002
83 H 3.030 0.136 2.727  -0.001
84 H -1.139 -2.585 2.907  0.000
85 H -2.665 -2.107 3.705  0.000
86 H -2.390 -1.653 2.011  0.000
87 H -0.081 -0.960 5.131  0.000
88 H -1.113 0.488 5.319  0.000
89 H -1.836 -1.125 5.381  0.000
90 H -1.567 3.064 0.935  0.000
91 H -0.943 3.993 2.325  0.000
92 H 0.162 2.949 1.374  -0.002
93 H -3.267 2.221 2.449  0.000
94 H -2.783 1.184 3.823  0.000
95 H -2.561 2.955 3.912  0.000

Atoms 1-3, force components in eV/Å:
C -0.1 -0.2 0.5
C -0.4 0.1 -1.2
H 0.1 0.2 0.2

Output
⟨S²⟩: 15.89
Spin multiplicity: 8
LUMO level (alpha / beta) in Eh: -0.0492 / 0.0106
Energy above the lowest of the compared OMol25 structures with the same formula, charge and spin in kcal/mol: 39.5
HOMO energy (alpha / beta) in eV: -8.10 / -8.13
Molar mass in g mol⁻¹: 823.418

***

Record 2
This record from the OMol25 dataset describes a 3-piece molecular cluster, C26H54ClN2O12PS3 overall at a distorted geometry. The level of theory is ωB97M-V/def2-TZVPD.

Each line ends with the Mulliken charge.
Cartesian coordinates (Å):
1 C 5.616 -0.709 2.264  -0.928
2 C 6.560 -1.111 1.161  0.655
3 O 7.362 -0.312 0.702  -0.607
4 N 6.412 -2.402 0.646  -0.123
5 C 7.070 -2.633 -0.639  -1.446
6 C 6.460 -1.806 -1.786  0.026
7 C 6.130 -2.654 -3.029  -1.182
8 C 4.712 -2.538 -3.607  -1.447
9 C 3.546 -2.366 -2.639  1.307
10 C 3.539 -3.317 -1.454  -0.969
11 C 2.860 -2.737 -0.209  1.988
12 C 3.083 -3.645 0.998  -1.885
13 O 3.354 -1.438 0.135  -0.412
14 O 2.351 -2.531 -3.412  -0.602
15 C 1.425 -1.454 -3.282  3.139
16 C 1.850 -0.263 -4.156  -1.591
17 C 2.710 0.801 -3.469  -0.868
18 C 1.998 1.525 -2.315  0.209
19 C 2.984 2.362 -1.503  -0.657
20 N 3.334 3.581 -2.235  -0.635
21 C 0.076 -2.015 -3.752  -2.231
22 O -1.020 -1.700 -2.908  -0.226
23 C -1.077 -2.245 -1.656  0.881
24 Cl -0.329 -1.119 -0.398  -0.177
25 C -2.556 -2.419 -1.292  -1.528
26 C -3.353 -1.108 -1.279  -1.419
27 C -3.546 -0.453 0.111  1.190
28 C -4.979 -0.630 0.657  -1.403
29 C -3.224 1.054 0.008  -1.677
30 P -0.229 -3.901 -1.429  0.576
31 S -1.313 -5.478 -1.835  -0.409
32 H 5.074 -1.567 2.653  0.263
33 H 6.178 -0.192 3.033  0.437
34 H 4.878 -0.052 1.810  0.075
35 H 6.623 -3.123 1.322  0.328
36 H 8.137 -2.419 -0.577  0.356
37 H 6.963 -3.694 -0.856  0.638
38 H 7.240 -1.104 -2.074  0.730
39 H 5.624 -1.204 -1.441  -0.172
40 H 6.345 -3.708 -2.856  0.489
41 H 6.796 -2.358 -3.838  0.413
42 H 4.502 -3.442 -4.180  0.293
43 H 4.656 -1.708 -4.313  0.332
44 H 3.591 -1.359 -2.232  -0.327
45 H 4.541 -3.636 -1.171  0.402
46 H 2.996 -4.223 -1.734  0.813
47 H 1.778 -2.653 -0.350  -1.434
48 H 2.375 -4.470 0.954  0.459
49 H 4.103 -4.022 0.992  0.327
50 H 2.906 -3.078 1.908  0.379
51 H 2.860 -0.773 -0.345  0.169
52 H 1.370 -1.130 -2.242  -0.984
53 H 0.988 0.248 -4.586  0.579
54 H 2.407 -0.672 -5.001  0.443
55 H 2.921 1.568 -4.215  0.577
56 H 3.690 0.433 -3.165  0.209
57 H 1.325 2.241 -2.788  0.511
58 H 1.445 0.841 -1.673  -0.359
59 H 3.910 1.815 -1.323  0.262
60 H 2.546 2.577 -0.522  0.367
61 H 4.173 3.993 -1.850  0.229
62 H 2.612 4.280 -2.120  0.227
63 H 0.151 -3.078 -3.986  0.513
64 H -0.165 -1.537 -4.698  0.476
65 H -2.671 -2.997 -0.377  0.496
66 H -2.948 -3.046 -2.092  0.568
67 H -4.346 -1.361 -1.649  0.534
68 H -2.938 -0.412 -2.002  0.408
69 H -2.820 -0.860 0.810  0.290
70 H -4.979 -1.334 1.490  0.338
71 H -5.653 -1.017 -0.102  0.338
72 H -5.339 0.317 1.049  0.307
73 H -2.986 1.474 0.981  0.342
74 H -2.355 1.192 -0.632  0.219
75 H -4.061 1.595 -0.429  0.504
76 H 0.156 -3.903 -0.082  0.085
77 H 0.954 -3.928 -2.176  -0.027
78 O -2.423 3.894 1.805  -0.524
79 S -3.798 4.222 1.917  1.175
80 O -4.704 4.009 0.850  -0.526
81 O -3.910 5.738 2.416  -0.337
82 C -4.669 5.810 3.635  -0.247
83 C -4.411 4.482 4.311  -0.016
84 O -4.399 3.536 3.229  -0.281
85 H -5.723 5.935 3.386  0.246
86 H -4.331 6.655 4.227  0.324
87 H -5.190 4.227 5.019  -0.101
88 H -3.437 4.462 4.803  0.286
89 O -7.121 3.263 7.111  -0.557
90 S -7.749 4.183 6.237  1.147
91 O -7.110 5.395 5.864  -0.514
92 O -9.210 4.502 6.795  -0.317
93 C -10.203 4.203 5.800  -0.351
94 C -9.591 3.078 4.991  -0.333
95 O -8.202 3.433 4.903  -0.232
96 H -10.366 5.094 5.193  0.279
97 H -11.130 3.915 6.287  0.313
98 H -10.011 2.996 3.993  0.304
99 H -9.672 2.119 5.505  0.290

Atoms 1-3, force components in eV/Å:
C 0.2 -0.6 -0.1
C 0.5 0.5 0.0
O -0.6 -0.4 -0.1

Output
LUMO level in Eh: 0.0111
HOMO energy in eV: -8.63
Molar mass in g mol⁻¹: 749.348